# C42H62ClFNO3P

A 4-piece molecular cluster, C42H62ClFNO3P overall in a non-equilibrium geometry (ωB97M-V with the def2-TZVPD basis set, the Open Molecules 2025 dataset).

Output
E_LUMO = 0.237 eV
Charge = 0
HOMO level = -8.027 eV
Spin multiplicity = 1
SMILES string = CCCC[C@@]1(CCN(CC)C(C)=O)[C@](CCCF)(CCCCl)C(=O)O[C@@]1(C)P(C)CC.c1ccccc1.c1ccccc1.c1ccccc1
HOMO-LUMO gap = 0.3037 Ha
E_tot = -2818.9527 hartree

```
111
Properties=species:S:1:pos:R:3:forces:R:3
C 4.5660 -2.4389 1.5402 -0.88 -0.30 1.16
C 3.2056 -2.9318 0.7003 1.60 -1.11 0.29
C 3.3366 -2.3645 -0.7989 1.26 -0.12 -0.43
C 2.0495 -1.7655 -1.5649 0.75 1.09 -0.68
C 0.5582 -1.9759 -0.9366 -0.89 -1.33 -1.07
C 0.1502 -3.5382 -0.5968 -0.02 -0.91 0.95
C 0.4781 -4.6729 -1.7123 -1.71 -1.51 0.17
N 1.9123 -4.9453 -2.0565 -0.12 -1.63 -2.24
C 2.2327 -6.4240 -1.7476 1.53 -0.61 -0.62
C 2.6804 -6.6931 -0.1978 0.86 0.51 -0.21
C 2.1634 -4.8896 -3.5791 3.77 3.62 -3.72
C 1.3554 -5.8693 -4.6620 0.02 -0.22 0.02
O 3.0991 -4.0874 -4.1433 -5.78 -5.01 4.24
C 0.1839 -0.8477 0.2702 0.09 0.60 -1.83
C 1.3878 -0.0739 1.0483 0.87 1.10 1.75
C 1.5874 -0.4325 2.6548 0.23 0.89 0.68
C 3.0774 0.1290 3.1711 -0.98 -0.19 -0.30
F 2.8449 1.4949 3.7596 0.62 -2.94 -1.05
C -0.9232 -1.4671 1.2929 -0.68 -1.21 0.09
C -1.6880 -0.5247 2.3508 -0.28 0.06 1.95
C -1.5770 1.0803 2.2460 -0.93 0.12 -0.74
Cl -2.5130 1.7661 3.7430 0.73 -0.55 -1.36
C -0.2635 0.3381 -0.8084 -2.24 5.89 -2.69
O -0.5909 1.6117 -0.7154 2.32 -7.50 0.69
O -0.2591 -0.0706 -2.2529 -0.13 -1.20 4.81
C -0.5119 -1.5469 -2.1296 -1.65 2.11 -0.20
C -2.1183 -1.6675 -1.9378 -0.62 -0.44 0.33
P -0.3136 -2.0672 -3.9447 1.49 -1.23 -1.91
C -0.4936 -0.5415 -5.1438 -0.95 0.06 -0.58
C -1.7494 -3.2343 -4.5361 -1.41 -0.29 -0.77
C -1.3285 -4.0980 -5.9058 0.44 0.20 0.89
H 5.4217 -3.2262 1.4008 -1.54 1.74 0.08
H 4.3288 -2.4092 2.7095 0.54 -0.19 -2.46
H 4.9078 -1.3547 1.2615 -0.56 -2.21 0.29
H 2.2134 -2.7393 1.2758 1.89 0.07 -1.15
H 3.3230 -4.1194 0.6462 -0.50 2.61 0.14
H 4.1730 -1.5112 -0.7844 -1.91 -1.72 -0.02
H 3.8270 -3.2278 -1.4639 -1.31 1.94 1.43
H 2.2171 -0.5838 -1.6373 -0.54 -2.54 0.18
H 2.1816 -2.1323 -2.6920 -0.91 0.62 2.49
H -1.0211 -3.6897 -0.4049 2.57 0.69 -0.53
H 0.6298 -3.9388 0.4220 -0.80 1.06 -2.28
H 0.0955 -5.6922 -1.2089 0.56 2.27 -0.92
H -0.1808 -4.6205 -2.7027 1.38 0.40 2.14
H 1.3967 -7.1576 -2.1560 1.42 1.52 1.12
H 3.1924 -6.6587 -2.4182 -1.99 0.34 1.51
H 2.5833 -7.8333 0.0465 -0.03 2.27 -0.32
H 2.1428 -5.9847 0.5857 0.80 -1.77 -1.73
H 3.8399 -6.4235 -0.1094 -2.55 -0.56 -0.21
H 1.3810 -5.4106 -5.7637 0.29 -0.90 2.77
H 0.2284 -6.0272 -4.3936 2.18 0.30 -0.25
H 1.8696 -6.9443 -4.6781 -1.02 2.42 0.09
H 2.4607 -0.1595 0.5960 -2.22 -0.27 0.34
H 1.1930 1.1071 1.0663 0.17 -2.68 -0.32
H 1.4312 -1.5591 2.9209 0.61 2.05 -0.61
H 0.8173 0.1655 3.3453 1.63 -1.31 -1.64
H 3.8230 0.2728 2.2690 -1.55 -0.18 2.02
H 3.5191 -0.6294 3.9737 -0.89 2.14 -1.51
H -0.3488 -2.3096 1.9183 -1.12 1.95 -1.47
H -1.8042 -2.0805 0.7676 2.32 1.52 0.68
H -2.8529 -0.7894 2.3940 2.62 0.63 -0.32
H -1.2953 -0.8236 3.4402 -0.84 0.76 -2.35
H -0.5149 1.5561 2.3277 -2.14 -1.07 -0.37
H -2.2104 1.4779 1.3157 1.80 -0.78 2.10
H -2.3961 -2.8155 -1.8534 0.32 2.45 -0.38
H -2.6223 -1.1617 -2.8950 1.10 -1.30 2.15
H -2.5929 -1.1344 -1.0169 1.12 -0.82 -1.44
H 0.5439 -0.0898 -5.4547 -2.07 -0.87 1.02
H -0.9527 -1.0079 -6.1421 0.89 0.96 2.20
H -1.2362 0.2575 -4.7127 1.56 -1.36 -0.99
H -2.7056 -2.6159 -4.8381 1.67 -1.24 0.94
H -2.0277 -4.0235 -3.7147 0.45 1.74 -1.46
H -1.4542 -5.2382 -5.6372 0.10 2.30 -0.88
H -0.1869 -3.9094 -6.0773 -2.20 -0.34 -0.04
H -1.9781 -3.7893 -6.8461 1.47 -0.72 2.08
C -3.5725 5.4605 -2.0467 0.00 -0.18 0.13
C -4.4281 5.9161 -1.0441 0.05 -0.19 0.05
C -4.2962 5.4350 0.2582 0.07 -0.05 -0.12
C -3.3105 4.4943 0.5575 -0.06 0.12 -0.22
C -2.4608 4.0318 -0.4470 -0.03 0.06 0.11
C -2.5903 4.5156 -1.7486 -0.20 0.09 0.09
H -3.6712 5.8405 -3.0599 0.02 -0.03 0.13
H -5.1980 6.6473 -1.2777 0.11 -0.09 0.03
H -4.9610 5.7928 1.0400 0.09 -0.04 -0.11
H -3.2058 4.1213 1.5725 -0.01 0.04 -0.10
H -1.6964 3.2942 -0.2153 -0.21 0.27 -0.09
H -1.9265 4.1568 -2.5308 -0.07 0.02 0.12
C -1.8156 8.3364 -1.2330 0.10 0.17 -0.02
C -0.6480 7.5940 -1.4071 0.06 0.13 -0.01
C 0.5504 8.2389 -1.7117 -0.17 0.13 0.02
C 0.5805 9.6271 -1.8467 -0.17 -0.09 0.03
C -0.5890 10.3687 -1.6818 0.01 -0.13 0.01
C -1.7867 9.7242 -1.3735 0.20 -0.14 -0.03
H -2.7478 7.8342 -0.9891 0.23 0.09 -0.04
H -0.6718 6.5120 -1.3045 -0.03 0.18 0.00
H 1.4609 7.6603 -1.8440 -0.13 0.08 0.02
H 1.5145 10.1300 -2.0815 -0.12 -0.06 0.02
H -0.5671 11.4500 -1.7928 0.00 -0.16 0.02
H -2.6976 10.3024 -1.2427 0.13 -0.07 -0.01
C -1.4667 1.6717 7.0846 0.03 -0.01 0.17
C -2.0519 1.8807 8.3330 0.20 -0.07 0.02
C -1.3478 1.5677 9.4954 0.09 -0.04 -0.15
C -0.0589 1.0411 9.4093 -0.12 0.04 -0.15
C 0.5229 0.8234 8.1606 -0.14 0.05 0.00
C -0.1797 1.1399 6.9983 -0.14 0.02 0.18
H -2.0130 1.9220 6.1792 0.18 -0.07 0.28
H -3.0574 2.2887 8.4002 0.16 -0.05 -0.01
H -1.8030 1.7339 10.4682 0.07 -0.02 -0.13
H 0.4909 0.7995 10.3147 -0.07 0.03 -0.12
H 1.5252 0.4074 8.0932 -0.14 0.08 0.01
H 0.2747 0.9723 6.0254 -0.05 0.06 0.10
```
Positions in Å, forces in eV/Å.